Record 1
Formula: C33H38ClFeN2O2S6
Source: OMol25
Level of theory: ωB97M-V/def2-TZVPD

Its multiplicity is 6. The molar mass comes out at 778.4 g mol⁻¹. The HOMO-LUMO gap (alpha / beta) is 0.2557 / 0.2196 Eh. The calculation puts the total energy at -5652.886367 hartree. The lowest unoccupied orbital energy (alpha / beta) is -6.359 / -7.341 eV. Its net charge is +2.

Element x y z (Å)
Fe1 -0.117 -0.567 0.312
C1 -1.457 -3.856 -0.806
C2 -2.765 -3.112 -0.632
S1 -2.642 -1.746 0.592
C3 -3.818 -0.537 -0.154
C4 -3.646 0.843 0.455
S2 -1.919 1.474 0.497
C5 -1.678 2.340 -1.093
C6 -1.635 1.483 -2.342
S3 -0.316 0.203 -2.253
C7 -1.105 -1.137 -3.246
C8 -0.332 -2.429 -3.068
S4 0.000 -2.863 -1.321
H1 -1.584 -4.649 -1.542
H2 -1.135 -4.298 0.138
H3 -3.523 -3.806 -0.264
H4 -3.113 -2.692 -1.573
H5 -4.830 -0.903 0.040
H6 -3.651 -0.524 -1.230
H7 -3.938 0.826 1.504
H8 -4.264 1.573 -0.068
H9 -0.721 2.842 -0.940
H10 -2.466 3.089 -1.180
H11 -1.394 2.122 -3.195
H12 -2.585 0.987 -2.537
H13 -1.088 -0.836 -4.296
H14 -2.142 -1.248 -2.933
H15 0.662 -2.332 -3.504
H16 -0.846 -3.270 -3.532
S5 0.780 -2.628 1.640
C9 1.533 -2.054 3.022
N1 2.712 -2.490 3.441
C10 3.162 -2.106 4.764
C11 1.952 -1.995 5.686
N2 1.025 -1.029 5.122
C12 0.456 -0.038 6.013
C13 1.568 0.802 6.596
C14 2.393 1.542 5.754
C15 3.467 2.239 6.277
C16 3.727 2.208 7.638
C17 2.885 1.502 8.481
C18 1.814 0.796 7.962
C19 0.818 -1.048 3.816
S6 -0.200 0.014 3.004
C20 3.573 -3.316 2.615
C21 3.442 -4.782 2.965
C22 4.501 -5.498 3.507
C23 4.343 -6.839 3.821
C24 3.128 -7.471 3.615
C25 2.068 -6.756 3.083
C26 2.227 -5.425 2.755
H17 3.678 -1.138 4.711
H18 3.863 -2.862 5.120
H19 2.258 -1.653 6.675
H20 1.450 -2.964 5.790
H21 -0.080 -0.560 6.811
H22 -0.254 0.568 5.445
H23 2.191 1.577 4.691
H24 4.106 2.806 5.618
H25 4.585 2.725 8.035
H26 3.063 1.492 9.543
H27 1.161 0.245 8.623
H28 4.603 -2.983 2.761
H29 3.288 -3.146 1.571
H30 5.454 -5.018 3.672
H31 5.171 -7.396 4.230
H32 2.999 -8.514 3.861
H33 1.113 -7.229 2.915
H34 1.403 -4.878 2.321
Cl1 6.606 3.579 3.097
C27 5.296 2.834 2.276
C28 3.998 3.295 2.488
C29 2.945 2.684 1.840
C30 3.174 1.598 0.996
C31 4.476 1.147 0.780
C32 5.534 1.774 1.402
C33 2.013 0.875 0.424
O1 0.913 1.458 0.250
O2 2.098 -0.363 0.202
H35 3.815 4.130 3.145
H36 1.931 3.023 1.990
H37 4.637 0.320 0.107
H38 6.544 1.444 1.230

Löwdin atomic charge list, values in e, 6 entries: number 1, Fe, carries 0.44; number 2, C, carries -0.48; number 3, C, carries -0.46; number 4, S, carries 0.87; number 5, C, carries -0.47; number 6, C, carries -0.46

=====

Record 2
Formula: C40H52I2N8O3PSTi
Source: OMol25
Level of theory: ωB97M-V/def2-TZVPD

The molar mass comes out at 1057.6 g mol⁻¹. The HOMO-LUMO gap is 0.2845 Eh. The calculation puts the total energy at -4403.663021 hartree. The lowest unoccupied orbital energy is -2.356 eV. The value obtained for the energy relative to the best compared isomer or geometry (same formula, charge and spin) is 38.7 kJ/mol. Its net charge is +1.

Element x y z (Å)
Ti1 -0.734 0.597 -0.683
I1 -2.578 0.918 -7.981
C1 -2.545 0.973 -5.898
C2 -3.394 0.153 -5.171
C3 -3.354 0.171 -3.784
I2 -4.602 -1.107 -2.713
C4 -2.468 1.005 -3.092
O1 -2.357 1.007 -1.774
C5 -1.618 1.824 -3.855
C6 -0.628 2.648 -3.093
N1 0.244 1.771 -2.271
C7 1.041 0.818 -3.067
C8 0.311 -0.487 -3.251
C9 0.426 -1.234 -4.409
C10 -0.241 -2.445 -4.496
C11 -1.009 -2.871 -3.425
C12 -1.091 -2.066 -2.306
N2 -0.436 -0.904 -2.215
C13 -1.657 1.810 -5.239
H1 -4.083 -0.507 -5.679
H2 -0.018 3.243 -3.778
H3 -1.135 3.316 -2.395
H4 0.872 2.349 -1.720
H5 1.305 1.239 -4.040
H6 1.963 0.613 -2.518
H7 1.013 -0.857 -5.236
H8 -0.173 -3.041 -5.397
H9 -1.561 -3.800 -3.458
H10 -1.703 -2.332 -1.455
H11 -0.986 2.447 -5.801
C14 -8.258 0.042 1.561
C15 -6.758 -0.026 1.541
C16 -6.078 -0.808 2.476
C17 -4.698 -0.884 2.472
C18 -3.991 -0.176 1.506
C19 -4.639 0.609 0.562
C20 -6.022 0.677 0.591
S1 -2.245 -0.242 1.518
O2 -1.729 -1.012 0.340
O3 -1.825 -0.729 2.795
N3 -1.679 1.141 1.045
C21 -1.788 2.474 1.364
C22 -2.443 3.010 2.468
C23 -2.433 4.385 2.606
C24 -1.779 5.168 1.662
C25 -1.155 4.534 0.604
N4 -1.152 3.211 0.445
H12 -8.624 0.285 2.559
H13 -8.688 -0.922 1.284
H14 -8.632 0.791 0.866
H15 -6.639 -1.354 3.224
H16 -4.167 -1.472 3.207
H17 -4.073 1.141 -0.192
H18 -6.538 1.285 -0.142
H19 -2.934 2.364 3.183
H20 -2.932 4.847 3.448
H21 -1.755 6.245 1.744
H22 -0.633 5.109 -0.154
N5 0.894 0.445 -0.020
P1 1.999 -0.383 0.762
N6 1.711 -0.288 2.376
C26 1.353 1.042 2.911
C27 0.864 0.899 4.342
C28 1.988 0.394 5.255
C29 2.914 -0.577 4.503
C30 2.167 -1.270 3.373
N7 3.497 0.161 0.328
C31 3.718 1.455 -0.317
C32 4.875 1.348 -1.299
C33 6.161 0.849 -0.600
C34 5.892 0.444 0.849
C35 4.678 -0.467 0.952
N8 2.055 -2.001 0.447
C36 2.632 -2.480 -0.814
C37 3.181 -3.888 -0.630
C38 2.095 -4.831 -0.120
C39 1.440 -4.269 1.139
C40 0.940 -2.855 0.891
H23 0.586 1.474 2.273
H24 2.223 1.715 2.884
H25 0.018 0.210 4.345
H26 0.488 1.863 4.690
H27 1.556 -0.097 6.129
H28 2.572 1.236 5.630
H29 3.325 -1.326 5.181
H30 3.766 -0.037 4.080
H31 1.300 -1.803 3.783
H32 2.793 -2.013 2.881
H33 3.916 2.239 0.423
H34 2.797 1.736 -0.824
H35 5.039 2.319 -1.770
H36 4.586 0.655 -2.093
H37 6.932 1.619 -0.625
H38 6.566 -0.009 -1.141
H39 5.738 1.330 1.470
H40 6.755 -0.077 1.264
H41 4.472 -0.693 2.001
H42 4.893 -1.419 0.454
H43 3.411 -1.791 -1.137
H44 1.853 -2.490 -1.592
H45 4.007 -3.852 0.087
H46 3.588 -4.244 -1.578
H47 2.507 -5.823 0.069
H48 1.331 -4.949 -0.898
H49 2.162 -4.255 1.961
H50 0.604 -4.897 1.452
H51 0.481 -2.425 1.778
H52 0.167 -2.868 0.113

Löwdin atomic charge list, values in e, 6 entries: number 1, Ti, carries 1.02; number 2, I, carries 0.88; number 3, C, carries -0.75; number 4, C, carries -0.22; number 5, C, carries -0.61; number 6, I, carries 1.03

=====

Record 3
Formula: C20H62O26P6
Source: OMol25
Level of theory: ωB97M-V/def2-TZVPD

The molar mass comes out at 904.5 g mol⁻¹. The HOMO-LUMO gap is 0.3822 Eh. The calculation puts the total energy at -4803.959993 hartree. The lowest unoccupied orbital energy is 0.106 eV. The value obtained for the energy relative to the best compared isomer or geometry (same formula, charge and spin) is 494.4 kJ/mol. Its net charge is 0. The SMILES is COP(=O)(OC)OC.COP(=O)(OC)OC.COP(=O)(OC)OC.COP(=O)(OC)OC.COP(=O)(OC)OC.COP(=O)(OC)OC.CO.CO.

Element x y z (Å)
C1 -1.082 0.044 -1.003
O1 -0.498 0.520 0.205
H1 -0.595 -0.837 -1.420
H2 -2.110 -0.253 -0.793
H3 -1.008 0.831 -1.754
H4 0.448 0.604 0.068
C2 -5.686 2.924 -5.844
O2 -4.971 2.212 -4.865
H5 -6.446 3.569 -5.403
H6 -5.070 3.562 -6.478
H7 -6.323 2.278 -6.447
H8 -4.235 1.780 -5.305
C3 -2.582 5.370 5.242
O3 -2.634 3.940 5.365
P1 -3.802 3.169 6.200
O4 -4.931 3.999 6.612
O5 -4.196 1.951 5.173
C4 -4.347 2.178 3.817
O6 -2.993 2.403 7.328
C5 -2.128 2.972 8.258
H9 -3.027 5.687 4.299
H10 -1.569 5.761 5.343
H11 -3.203 5.776 6.040
H12 -4.464 3.187 3.423
H13 -5.194 1.569 3.504
H14 -3.471 1.800 3.290
H15 -1.170 2.499 8.043
H16 -2.340 2.762 9.306
H17 -2.091 4.058 8.168
C6 5.298 3.915 -3.153
O7 5.853 4.949 -3.981
P2 5.025 5.620 -5.198
O8 5.059 4.765 -6.426
O9 3.524 5.861 -4.591
C7 2.380 5.113 -4.968
O10 5.768 7.094 -5.336
C8 5.346 8.007 -6.305
H18 4.489 3.303 -3.552
H19 4.929 4.272 -2.191
H20 6.091 3.211 -2.903
H21 2.522 4.666 -5.952
H22 1.467 5.708 -4.979
H23 2.261 4.257 -4.304
H24 5.605 9.029 -6.026
H25 4.272 7.961 -6.484
H26 5.890 7.769 -7.218
C9 0.137 -1.317 6.135
O11 1.118 -1.502 7.232
P3 0.674 -2.429 8.557
O12 -0.646 -2.186 9.175
O13 0.879 -3.932 7.992
C10 2.104 -4.235 7.421
O14 1.984 -2.314 9.591
C11 1.890 -2.716 10.893
H27 0.432 -1.754 5.181
H28 -0.118 -0.284 5.898
H29 -0.839 -1.729 6.393
H30 2.421 -5.172 7.877
H31 2.967 -3.573 7.494
H32 2.004 -4.504 6.369
H33 2.402 -3.679 10.895
H34 0.884 -2.967 11.228
H35 2.425 -2.138 11.647
C12 -5.856 -2.824 -3.456
O15 -5.312 -2.933 -2.167
P4 -5.760 -4.218 -1.279
O16 -7.089 -4.135 -0.677
O17 -5.503 -5.507 -2.332
C13 -4.284 -6.065 -2.572
O18 -4.583 -4.384 -0.168
C14 -4.477 -3.599 0.989
H36 -6.326 -3.677 -3.944
H37 -4.986 -2.583 -4.067
H38 -6.446 -1.914 -3.563
H39 -4.113 -6.030 -3.648
H40 -4.117 -7.069 -2.180
H41 -3.500 -5.513 -2.053
H42 -5.014 -2.653 0.921
H43 -3.445 -3.313 1.193
H44 -4.888 -4.054 1.890
C15 -0.739 -4.302 -7.070
O19 -1.369 -3.098 -6.750
P5 -1.058 -1.645 -7.429
O20 -1.649 -0.484 -6.742
O21 0.532 -1.618 -7.692
C16 1.404 -1.274 -6.681
O22 -1.564 -1.762 -9.007
C17 -2.917 -1.981 -9.185
H45 -0.024 -4.213 -7.888
H46 -1.487 -5.036 -7.369
H47 -0.134 -4.571 -6.204
H48 1.864 -2.181 -6.289
H49 0.871 -0.689 -5.931
H50 2.248 -0.700 -7.064
H51 -3.155 -2.909 -9.704
H52 -3.237 -1.202 -9.878
H53 -3.541 -1.951 -8.292
C18 4.242 1.333 3.207
O23 5.357 0.622 2.695
P6 5.281 -0.688 1.720
O24 4.276 -0.581 0.611
O25 6.775 -0.845 1.238
C19 7.893 -0.955 2.039
O26 5.068 -1.886 2.732
C20 4.953 -3.193 2.188
H54 4.232 2.404 3.003
H55 4.128 1.057 4.255
H56 3.323 0.962 2.754
H57 8.568 -1.655 1.546
H58 7.623 -1.252 3.052
H59 8.378 0.017 2.135
H60 3.885 -3.413 2.162
H61 5.412 -3.859 2.918
H62 5.482 -3.364 1.250

Löwdin atomic charge list, values in e, 6 entries: number 1, C, carries -0.16; number 2, O, carries -0.13; number 3, H, carries 0.07; number 4, H, carries 0.08; number 5, H, carries 0.07; number 6, H, carries 0.07

=====

Record 4
Formula: C30H71BFN2O13
Source: OMol25
Level of theory: ωB97M-V/def2-TZVPD

The molar mass comes out at 697.7 g mol⁻¹. The HOMO-LUMO gap is 0.2987 Eh. The calculation puts the total energy at -2397.606092 hartree. The lowest unoccupied orbital energy is -2.640 eV. The value obtained for the energy relative to the best compared isomer or geometry (same formula, charge and spin) is 0.0 kJ/mol. Its net charge is +1.

Element x y z (Å)
C1 0.168 1.708 -0.475
B1 -1.136 1.077 0.066
O1 -1.476 0.838 1.353
N1 -2.183 0.524 -0.979
C2 -2.694 1.643 -1.866
C3 -3.742 2.471 -1.127
N2 -4.142 3.546 -2.012
C4 -4.919 1.560 -0.802
C5 -4.425 0.524 0.178
F1 -5.422 -0.377 0.513
C6 -3.301 -0.324 -0.418
H1 1.016 1.249 0.044
H2 0.334 1.633 -1.553
H3 0.205 2.775 -0.210
H4 -1.569 1.573 1.980
H5 -1.646 -0.088 -1.604
H6 -3.138 1.184 -2.754
H7 -1.833 2.235 -2.183
H8 -3.295 2.813 -0.172
H9 -4.929 4.060 -1.630
H10 -3.399 4.218 -2.168
H11 -5.248 1.065 -1.723
H12 -5.769 2.109 -0.387
H13 -4.076 0.986 1.108
H14 -3.692 -0.937 -1.230
H15 -2.872 -0.977 0.338
C7 -2.323 -1.232 5.837
O2 -1.139 -0.471 5.903
C8 -0.637 -0.047 4.660
C9 -0.191 1.396 4.645
O3 -1.265 2.324 4.649
C10 -1.922 2.574 5.889
C11 -1.132 3.429 6.851
O4 -0.037 2.717 7.385
C12 1.118 3.496 7.607
H16 -2.134 -2.257 5.496
H17 -2.739 -1.272 6.842
H18 -3.057 -0.771 5.167
H19 -1.384 -0.185 3.868
H20 0.245 -0.648 4.391
H21 0.292 1.552 3.673
H22 0.548 1.591 5.422
H23 -2.230 1.644 6.371
H24 -2.816 3.140 5.619
H25 -1.816 3.730 7.656
H26 -0.792 4.339 6.343
H27 1.346 4.126 6.740
H28 1.944 2.808 7.775
H29 1.015 4.141 8.486
C13 1.964 -2.393 -2.003
O5 1.796 -3.294 -0.934
C14 2.941 -3.489 -0.124
C15 2.571 -3.479 1.343
O6 2.146 -2.212 1.845
C16 0.914 -1.698 1.397
C17 -0.328 -2.424 1.869
O7 -0.475 -3.688 1.269
C18 -0.951 -4.711 2.119
H30 2.458 -2.859 -2.861
H31 0.969 -2.062 -2.304
H32 2.546 -1.517 -1.699
H33 3.687 -2.712 -0.321
H34 3.401 -4.458 -0.351
H35 3.471 -3.712 1.914
H36 1.829 -4.253 1.544
H37 0.896 -1.594 0.305
H38 0.853 -0.695 1.832
H39 -1.177 -1.780 1.608
H40 -0.302 -2.500 2.961
H41 -0.426 -4.703 3.080
H42 -0.760 -5.659 1.619
H43 -2.027 -4.621 2.307
C19 7.175 3.556 -4.053
O8 6.908 2.513 -3.144
C20 7.916 2.309 -2.172
C21 7.327 2.047 -0.805
O9 6.710 3.175 -0.207
C22 5.432 3.566 -0.663
C23 4.301 2.690 -0.172
O10 4.295 1.427 -0.811
C24 3.949 0.349 0.020
H44 7.926 3.271 -4.798
H45 6.243 3.783 -4.569
H46 7.524 4.457 -3.537
H47 8.581 3.178 -2.120
H48 8.524 1.437 -2.444
H49 8.163 1.806 -0.143
H50 6.657 1.185 -0.839
H51 5.391 3.661 -1.751
H52 5.271 4.554 -0.223
H53 3.358 3.217 -0.386
H54 4.383 2.570 0.915
H55 4.451 0.399 0.992
H56 4.263 -0.563 -0.483
H57 2.863 0.298 0.188
C25 -1.798 -3.300 -1.965
O11 -1.892 -3.451 -3.352
C26 -2.791 -4.454 -3.798
C27 -3.680 -3.922 -4.896
O12 -4.654 -2.990 -4.446
C28 -4.270 -1.675 -4.121
C29 -3.910 -0.795 -5.297
O13 -2.656 -1.146 -5.835
C30 -2.575 -1.069 -7.244
H58 -1.181 -4.059 -1.476
H59 -1.318 -2.327 -1.799
H60 -2.789 -3.304 -1.493
H61 -3.413 -4.815 -2.972
H62 -2.223 -5.305 -4.191
H63 -4.266 -4.764 -5.270
H64 -3.080 -3.526 -5.718
H65 -3.454 -1.655 -3.385
H66 -5.165 -1.238 -3.665
H67 -3.882 0.247 -4.939
H68 -4.700 -0.861 -6.053
H69 -3.439 -1.545 -7.717
H70 -1.671 -1.595 -7.544
H71 -2.513 -0.033 -7.593

Löwdin atomic charge list, values in e, 6 entries: number 1, C, carries 0.05; number 2, B, carries -0.50; number 3, O, carries 0.18; number 4, N, carries 0.05; number 5, C, carries -0.05; number 6, C, carries -0.39

=====

Record 5
Formula: C4H8ClF2N
Source: OMol25
Level of theory: ωB97M-V/def2-TZVPD

The molar mass comes out at 143.6 g mol⁻¹. The HOMO-LUMO gap is 0.3555 Eh. The calculation puts the total energy at -871.805727 hartree. The lowest unoccupied orbital energy is 0.978 eV. The value obtained for the energy relative to the best compared isomer or geometry (same formula, charge and spin) is 233.9 kJ/mol. Its net charge is 0.

Element x y z (Å)
C1 -1.256 -1.657 0.293
C2 -0.730 -0.680 -0.672
C3 2.676 0.180 0.578
C4 -1.135 0.809 -0.378
N1 1.996 1.272 0.816
F1 -0.498 1.779 -1.171
F2 -0.885 1.181 0.919
Cl1 3.668 0.364 -0.759
H1 -0.562 -2.185 0.982
H2 -2.100 -1.210 0.797
H3 -1.859 -2.388 -0.188
H4 0.457 -0.764 -0.718
H5 -0.965 -0.937 -1.807
H6 -2.168 1.030 -0.484
H7 1.355 1.176 1.597
H8 2.006 2.030 0.194

Löwdin atomic charge list, values in e, 6 entries: number 1, C, carries -0.13; number 2, C, carries -0.20; number 3, C, carries -0.67; number 4, C, carries -0.34; number 5, N, carries -0.03; number 6, F, carries 0.00

=====

Record 6
Formula: C11H11NPS2
Source: OMol25
Level of theory: ωB97M-V/def2-TZVPD

The molar mass comes out at 252.3 g mol⁻¹. The HOMO-LUMO gap is 0.3052 Eh. The calculation puts the total energy at -1617.993149 hartree. The lowest unoccupied orbital energy is -4.358 eV. The value obtained for the energy relative to the best compared isomer or geometry (same formula, charge and spin) is 0.0 kJ/mol. Its net charge is +1. The SMILES is S=[P@@](S)(c1ccccc1)[n+]1ccccc1.

Element x y z (Å)
C1 3.499 0.900 0.962
C2 2.410 0.488 1.804
C3 3.360 1.412 -0.364
C4 -2.935 -2.352 0.547
C5 -3.264 -1.211 1.356
C6 -1.911 -2.184 -0.454
C7 1.159 0.849 1.315
C8 2.032 1.531 -0.809
C9 -2.592 -0.009 1.100
C10 -1.303 -0.995 -0.555
C11 1.001 1.191 0.003
N1 -1.623 0.078 0.133
P1 -0.916 1.826 -0.275
S1 -1.716 3.204 0.794
S2 -1.183 1.851 -2.382
H1 4.432 0.922 1.428
H2 2.621 0.332 2.865
H3 4.150 1.564 -1.018
H4 -3.391 -3.284 0.854
H5 -4.100 -1.127 2.113
H6 -1.650 -3.063 -1.141
H7 0.262 0.772 1.938
H8 1.809 1.843 -1.898
H9 -2.904 0.995 1.384
H10 -0.527 -1.010 -1.313
H11 -1.887 3.056 -2.442

Löwdin atomic charge list, values in e, 6 entries: number 1, C, carries -0.03; number 2, C, carries -0.03; number 3, C, carries -0.02; number 4, C, carries 0.04; number 5, C, carries 0.00; number 6, C, carries -0.01